The following is a DFT calculation (the ωB97M-V functional and the def2-TZVPD basis) of C39H38N8O2RuS2Sb as an isolated structure.

XYZ file:
```
91
Properties=species:S:1:pos:R:3:forces:R:3
O 2.2257 1.7117 0.4514 0.1 0.0 -0.3
C 2.7092 -1.4092 1.9986 0.0 0.0 0.1
C -1.4120 1.2610 -2.5858 0.1 0.2 0.0
H 4.4654 -1.4823 -8.1756 0.0 0.0 0.0
H -3.4547 0.7402 -2.5464 0.0 0.0 0.0
H 3.2645 -3.1493 -3.6916 0.0 0.0 0.1
H 5.7418 1.8171 -4.1682 0.0 0.0 0.0
H 0.8690 4.3255 -2.5964 0.0 0.0 0.0
C 4.1704 0.2618 -6.9768 0.0 0.1 0.0
O 1.7904 0.4623 -1.3580 -0.2 -0.1 0.1
C 4.2707 -1.9890 -6.1038 0.0 0.1 -0.1
C -1.0736 2.8398 1.7226 0.1 0.3 -0.2
C -1.5062 3.4767 2.8814 0.1 0.0 -0.2
H 5.0160 -3.0610 -3.6653 0.0 0.0 0.0
N 2.1267 -0.3751 1.3712 -0.1 0.0 -0.2
H 1.6156 -3.0133 2.9205 0.0 0.0 0.0
Ru -0.1210 0.1383 0.1600 -0.1 -0.3 -0.1
C -3.0989 1.7306 3.1782 0.0 0.1 0.0
N -0.4234 -1.8629 -1.1045 0.1 0.5 0.4
H -0.0254 0.1358 3.3210 0.0 0.0 0.0
C 4.0957 -1.4970 -4.8029 0.1 0.1 0.2
C 4.1796 3.1350 -0.8853 0.0 0.0 0.0
N 0.3766 -1.3448 -3.2521 0.0 0.0 0.1
H 0.5853 -1.6760 -4.1777 0.0 0.0 0.0
C 3.9701 0.7561 -5.7028 -0.1 0.0 0.1
H -2.4362 -0.3624 -1.6220 -0.1 0.0 0.0
C 4.5781 -0.0302 2.6183 0.0 0.0 0.0
S -0.9413 -3.6710 -2.8474 0.1 0.3 0.1
H -4.2619 0.3430 0.9140 0.0 0.0 0.0
H 4.3883 -2.1070 3.1265 0.0 0.0 0.0
C 4.1082 -2.4564 -3.6402 0.0 0.0 -0.1
H 3.0023 -0.1282 -2.7847 -0.1 0.0 0.1
S -1.6908 -3.0754 3.4854 0.1 0.2 -0.1
C 2.5181 1.3315 -0.8846 0.0 0.1 0.2
C 0.2610 3.4292 -2.6178 0.0 0.0 0.1
H 0.2831 3.2271 -4.7578 0.0 0.0 0.0
H 4.4899 1.9753 1.7889 0.0 0.0 0.0
H -1.0825 4.4333 3.1594 0.0 0.0 0.1
H 2.7860 -3.5138 1.7069 0.0 0.0 0.0
C 4.1752 1.4966 -2.7299 -0.1 0.1 0.3
H 1.2650 -2.7559 1.1999 0.1 -0.1 0.0
C 3.9480 -0.1184 -4.6180 0.1 -0.1 -0.3
C -1.0915 -2.8831 -0.4400 -0.1 -0.2 -0.4
H -2.4626 -0.4401 -3.3968 0.0 0.0 0.0
C -1.2755 -2.7487 0.9997 -0.1 -0.2 0.4
C -2.6347 1.1428 2.0074 0.1 0.1 0.0
N -0.5787 -0.6090 3.7111 0.0 -0.1 0.0
C 4.0085 1.0151 1.9046 -0.1 0.2 0.0
Sb 0.1071 4.0645 0.3716 0.0 -0.5 -0.1
C 2.7969 0.7663 1.3020 0.2 -0.2 0.0
C 5.2897 2.1832 -3.2586 0.0 0.0 -0.1
C -3.3623 -0.0259 1.4114 0.0 0.1 0.0
H 5.3484 -3.8314 -5.8624 0.0 0.0 0.0
H 4.5008 -3.6832 -7.4018 0.0 0.0 0.0
C -2.5026 2.8885 3.6421 -0.1 0.0 0.1
H 4.0829 -1.9461 -2.6794 0.0 0.0 0.0
C 5.8125 3.2762 -2.6209 -0.1 0.0 0.0
H -0.5818 -0.7335 4.7081 0.0 0.0 0.0
C 4.4367 -3.4636 -6.3387 0.0 0.0 0.0
N -1.5815 1.6550 1.3402 -0.1 -0.6 0.3
C -0.9633 1.7628 -3.8036 0.0 0.1 0.0
C -0.0852 2.8324 -3.8195 -0.1 0.0 -0.1
H 5.6634 4.6579 -0.9633 0.0 0.0 0.0
C -0.9474 -1.6186 2.8958 -0.1 -0.2 0.2
H -3.9312 1.2839 3.7055 0.0 0.0 0.0
C -1.4559 -3.9237 -1.2219 0.0 0.0 0.1
H 4.2028 0.9415 -7.8179 0.0 0.0 0.0
H -1.3140 1.3204 -4.7264 0.0 0.0 0.0
H 3.8045 1.8133 -5.5404 0.0 0.0 0.0
C 4.3152 -1.1024 -7.1730 0.0 0.0 0.0
C -0.1949 2.8676 -1.4310 0.0 0.3 0.3
H -3.6734 -0.7432 2.1708 0.0 0.0 0.0
H -2.8424 3.3518 4.5593 0.0 0.0 0.0
C -0.2526 -2.1462 -2.3727 0.0 -0.4 -0.2
C 3.6223 1.9816 -1.4964 0.1 0.0 -0.2
N 3.6826 0.3829 -3.3158 -0.1 0.1 0.0
C 5.2475 3.7784 -1.4338 0.0 0.1 0.1
H -2.7481 -0.5311 0.6736 -0.1 0.0 -0.1
H 6.6799 3.7678 -3.0418 0.0 0.0 0.0
H 3.7135 3.5121 0.0155 0.1 0.0 0.0
C 3.9363 -1.2529 2.6410 0.0 0.0 0.0
C -2.4917 0.2241 -2.5347 0.1 0.1 0.0
C -1.7858 -3.6568 1.8614 0.0 0.0 -0.1
N -0.8112 -1.5881 1.5962 0.2 0.5 -0.2
N -0.9596 1.7611 -1.4204 0.1 -0.3 -0.3
H -2.1993 -4.6296 1.6532 0.0 0.0 0.0
C 2.0463 -2.7521 1.9514 0.0 0.1 0.0
H 5.5352 0.1035 3.1043 0.0 0.0 0.0
H 0.8916 -0.5560 -2.8902 -0.1 0.0 0.0
H -1.9763 -4.8266 -0.9485 0.0 0.0 0.0
H 3.6030 -4.0313 -5.9209 0.0 0.0 0.0
```
Forces are in eV/Å.

Summary:
**E_tot**: -87853.47448 eV
**Net charge**: +2
**HOMO energy (spin up / spin down)**: -12.2 / -12.4 eV
**2S+1**: 6